# C27H33GeN2SSe2Te2W

A molecular structure, C27H33GeN2SSe2Te2W at a distorted geometry (the ωB97M-V functional and the def2-TZVPD basis, OMol25).

Results
LUMO energy (alpha / beta) in Eh: -0.190 / -0.190
E_tot in eV: -245963.4148
Relative energy (zero: lowest compared OMol25 entry of this formula, charge and spin) in kcal/mol: 41.51

ORCA input file:
```
! wB97M-V def2-TZVPD RIJCOSX def2/J DEFGRID3
* xyz 1 1
W -0.165 -1.923 2.235
Te 0.220 -0.667 4.659
Te 0.885 -3.255 4.427
Se -2.372 -2.491 2.766
Se 2.385 -2.666 2.529
Ge -0.961 0.519 1.837
S -0.085 -4.576 1.205
N -2.104 -5.674 -0.100
N -1.834 -3.382 -0.434
C -2.331 1.292 3.053
C 4.357 -3.301 -2.225
C 1.166 3.500 -2.950
C 2.451 2.982 -3.049
C 1.927 -0.496 -1.721
C 4.722 -3.116 -3.553
C 2.706 1.677 -2.668
C 0.500 3.007 1.281
C -3.188 -5.724 -0.904
C -2.876 -3.419 -1.233
C 2.900 -1.373 -2.352
C 1.741 4.505 2.935
C 1.208 -0.953 -0.637
C 3.272 -1.204 -3.695
C 3.448 -2.447 -1.633
C 0.670 1.663 1.995
C -4.503 0.710 0.911
C 1.672 0.871 -2.168
C 0.387 1.416 -2.047
C -3.211 2.356 2.376
C 1.669 3.970 1.508
C 0.136 2.715 -2.447
C 0.587 -1.325 0.361
C 4.172 -2.072 -4.286
C -3.610 -4.585 -1.508
C -4.580 1.814 1.965
C -1.431 -4.516 0.171
H 0.383 2.827 0.211
H -0.419 3.490 1.629
H -1.771 1.718 3.893
H 4.440 -1.941 -5.326
H -4.469 -4.578 -2.161
H 1.959 3.715 3.656
H -5.091 1.431 2.853
H 1.537 1.130 1.596
H -3.917 -0.140 1.272
H -2.950 0.489 3.463
H -2.712 2.759 1.489
H 0.792 4.966 3.217
H 5.426 -3.791 -4.021
H -3.155 -2.472 -1.684
H 2.606 3.467 1.249
H -0.411 0.797 -1.655
H -1.448 0.911 0.417
H 2.523 5.259 3.030
H 3.257 3.599 -3.422
H 4.785 -4.112 -1.651
H -5.500 0.343 0.661
H -1.788 -6.504 0.384
H 0.966 4.518 -3.259
H -0.864 3.120 -2.360
H -5.181 2.639 1.578
H 0.867 1.840 3.061
H -3.353 3.192 3.064
H 3.715 1.290 -2.712
H -3.668 -6.685 -1.016
H 2.827 -0.413 -4.281
H -4.037 1.083 -0.003
H 3.163 -2.590 -0.599
H 1.559 4.811 0.820
*
```

Results of the Löwdin charge analysis, in e, for atoms 1 through 6: number 1, W, carries 0.003; number 2, Te, carries 0.385; number 3, Te, carries 0.364; number 4, Se, carries 0.173; number 5, Se, carries -0.081; number 6, Ge, carries 0.607